Formula: C52H42AsBF3N2NiO6Sb
Source: the OMol25 dataset
Level of theory: the ωB97M-V functional and the def2-TZVPD basis

```
109
Properties=species:S:1:pos:R:3
Ni 0.73 -0.03 -1.12
C 2.00 3.72 0.50
C 2.14 2.20 0.50
C 3.42 1.74 1.18
O 2.14 1.68 -0.84
C 0.96 1.58 1.29
O 1.00 1.72 2.52
O 0.10 0.91 0.63
H 2.83 4.18 -0.04
H 1.99 4.08 1.53
H 1.05 4.00 0.03
H 4.27 1.90 0.51
H 3.35 0.68 1.42
H 3.57 2.28 2.11
H 1.72 2.33 -1.43
F 5.59 -2.82 6.09
C 4.41 -2.45 5.57
C 3.81 -1.29 6.01
C 2.60 -0.90 5.43
C 1.99 -1.68 4.46
C 2.64 -2.84 4.02
C 3.84 -3.24 4.58
Sb 0.37 -0.97 3.19
C -1.04 0.06 4.46
C -2.19 0.48 3.82
C -3.09 1.33 4.44
C -2.80 1.78 5.71
F -3.64 2.65 6.31
C -1.67 1.36 6.39
C -0.79 0.50 5.76
C -0.78 -2.83 3.02
C -1.66 -2.87 1.94
C -2.40 -4.01 1.67
C -2.23 -5.11 2.49
F -2.93 -6.23 2.22
C -1.36 -5.10 3.56
C -0.63 -3.95 3.82
H 4.28 -0.70 6.78
H 2.15 0.03 5.74
H 2.19 -3.44 3.24
H 4.36 -4.13 4.24
H -2.39 0.15 2.80
H -3.99 1.67 3.94
H -1.48 1.73 7.39
H 0.09 0.17 6.29
H -1.76 -2.00 1.29
H -3.10 -4.05 0.84
H -1.25 -5.99 4.17
H 0.04 -3.93 4.67
C -4.53 5.11 -4.01
C -4.54 3.73 -4.20
C -3.70 2.91 -3.45
C -2.85 3.46 -2.50
C -2.86 4.84 -2.31
C -3.68 5.66 -3.07
As -1.52 2.47 -1.41
C -0.16 2.97 -2.73
C 0.59 4.15 -2.78
C 1.43 4.39 -3.86
C 1.55 3.46 -4.87
C 0.81 2.28 -4.83
C -0.06 2.05 -3.78
C -0.97 0.90 -3.66
C -1.27 0.01 -4.68
C -2.21 -0.99 -4.47
C -2.85 -1.11 -3.25
C -2.59 -0.19 -2.23
C -1.66 0.82 -2.43
H -5.19 5.74 -4.59
H -5.20 3.30 -4.94
H -3.72 1.85 -3.63
H -2.20 5.28 -1.56
H -3.65 6.73 -2.92
H 0.49 4.89 -1.99
H 1.98 5.32 -3.90
H 2.21 3.65 -5.71
H 0.92 1.55 -5.62
H -0.80 0.09 -5.65
H -2.44 -1.69 -5.27
H -3.59 -1.88 -3.09
H -3.15 -0.25 -1.30
N 5.67 -1.70 1.04
C 5.24 -2.75 0.28
O 5.99 -3.58 -0.18
C 3.76 -2.81 0.08
C 3.14 -4.05 0.03
C 1.77 -4.09 -0.15
C 1.06 -2.91 -0.24
N 1.66 -1.71 -0.24
C 2.99 -1.67 -0.10
H 6.66 -1.66 1.25
H 5.04 -1.09 1.53
H 3.73 -4.95 0.14
H 1.24 -5.04 -0.20
H -0.01 -2.91 -0.35
H 3.44 -0.69 -0.19
O 0.38 -2.13 -2.95
B 1.14 -0.96 -2.79
O 1.96 -0.80 -3.91
C 1.67 -1.83 -4.76
C 2.20 -2.10 -6.00
C 1.69 -3.21 -6.67
C 0.69 -4.00 -6.11
C 0.19 -3.74 -4.84
C 0.70 -2.64 -4.18
H 2.97 -1.48 -6.43
H 2.07 -3.45 -7.66
H 0.29 -4.83 -6.67
H -0.57 -4.36 -4.38
```

Calculated values
spin multiplicity	1
Kohn-Sham gap (spin up / spin down)	6.9 / 6.9	eV
LUMO (spin up / spin down)	-0.0205 / -0.0205	Eh

---

Formula: C52H42ClN7O9PSc
Source: the OMol25 dataset
Level of theory: the ωB97M-V functional and the def2-TZVPD basis

```
113
Properties=species:S:1:pos:R:3
Sc -0.04 1.45 -0.97
C -4.20 0.04 1.33
C -2.85 0.59 1.00
C -2.33 1.19 2.36
C -2.92 1.71 -0.03
C -4.27 2.28 -0.51
O -4.12 2.43 -1.99
C -3.01 1.73 -2.39
N -2.32 1.23 -1.36
C -2.98 1.46 -3.81
C -4.25 1.49 -4.40
C -4.40 1.31 -5.76
C -3.32 1.08 -6.59
C -2.05 1.06 -6.05
C -1.87 1.22 -4.66
P -0.18 1.40 -4.02
C 0.65 -0.09 -4.71
C -0.07 -1.26 -4.96
C 0.55 -2.39 -5.54
C 1.95 -2.35 -5.82
C 2.67 -1.19 -5.49
C 2.02 -0.07 -4.98
C 0.34 2.73 -5.21
C 0.18 4.10 -4.82
C 0.61 5.13 -5.67
C 1.33 4.82 -6.82
C 1.45 3.48 -7.25
C 0.97 2.47 -6.42
H -4.13 -0.84 1.97
H -4.68 -0.25 0.36
H -4.79 0.78 1.80
H -2.14 -0.21 0.66
H -2.57 2.28 2.38
H -0.32 1.49 1.71
H -2.81 0.61 3.10
H -2.29 2.53 0.30
H -4.41 3.29 -0.11
H -5.13 1.66 -0.31
H -5.14 1.65 -3.85
H -5.42 1.32 -6.15
H -3.46 1.01 -7.69
H -1.23 0.82 -6.71
H -1.11 -1.27 -4.71
H -0.08 -3.26 -5.76
H 2.41 -3.22 -6.22
H 3.74 -1.15 -5.68
H 2.57 0.80 -4.68
H -0.34 4.38 -3.91
H 0.54 6.22 -5.40
H 1.66 5.59 -7.57
H 1.98 3.19 -8.16
H 1.01 1.47 -6.82
O 0.43 5.28 -1.45
C 0.63 4.40 -0.66
O -0.18 3.36 -0.58
C 1.87 4.32 0.24
C 2.55 5.47 0.67
C 3.33 5.37 1.81
C 3.67 4.18 2.46
C 3.03 3.03 1.89
C 2.42 3.09 0.60
O 2.27 2.06 -0.30
N 3.10 1.79 2.63
O 3.62 1.89 3.73
O 2.58 0.76 2.15
N 3.87 6.58 2.35
O 3.66 7.61 1.77
O 4.65 6.36 3.33
H 2.24 6.47 0.26
H 4.27 4.02 3.33
C -0.75 -10.10 7.12
O -0.10 -8.90 7.63
C -0.01 -7.89 6.77
C -0.39 -6.59 7.28
C -0.46 -5.52 6.42
C 0.05 -5.62 5.11
C 0.53 -6.86 4.64
C 0.42 -8.01 5.43
C 0.22 -4.40 4.28
N 0.59 -4.30 3.03
C 0.54 -2.98 2.72
C 0.26 -2.23 3.86
N 0.09 -3.13 4.87
C 0.16 -0.82 3.90
C 0.41 0.08 4.97
C 0.15 1.47 4.77
C -0.47 1.95 3.68
N -0.80 1.08 2.54
C -0.19 -0.29 2.60
C 0.13 -0.98 1.40
N 0.16 -0.33 0.15
C 0.59 -1.04 -0.96
C 1.19 -2.28 -0.88
C 1.37 -2.90 0.41
C 0.71 -2.33 1.48
H -1.18 -10.58 7.98
H 0.07 -10.74 6.73
H -1.55 -9.85 6.40
H -0.68 -6.55 8.30
H -0.90 -4.56 6.69
H 0.89 -6.90 3.61
H 0.71 -8.97 4.98
H -0.04 -2.95 5.88
H 0.70 -0.27 5.93
H 0.37 2.19 5.56
H -0.83 3.03 3.57
H 0.25 -0.66 -1.94
H 1.62 -2.77 -1.78
H 1.83 -3.92 0.50
Cl 4.36 1.95 -1.84
C 3.48 1.21 -0.52
H 4.06 1.00 0.41
H 3.00 0.26 -0.89
```

Calculated values
spin multiplicity	1
Kohn-Sham gap (spin up / spin down)	3.9 / 4.8	eV
LUMO (spin up / spin down)	-0.0305 / -0.0312	Eh

---

For each record above, in turn, the calculated E_tot values are -187120.49415 -125966.47501 eV.
For each record above, in turn, the calculated energy relative to the best compared isomer or geometry (same formula, charge and spin) values are 52.0 585.2 kJ/mol.